# 1
Below is C26H40N2O4SbSiTl as an isolated structure in a non-equilibrium geometry, with properties calculated with wB97M-V/def2-TZVPD.

Geometry as ORCA input:
```
! RIJCOSX wB97M-V def2-TZVPD def2/J DEFGRID3
* xyz 0 1
Tl -0.80 0.44 0.73
O -1.90 4.94 0.11
C -1.64 3.69 0.57
O -0.92 2.93 -0.09
C -2.24 3.35 1.83
C -3.02 4.25 2.55
C -3.57 3.87 3.76
C -3.34 2.57 4.20
C -2.57 1.70 3.44
N -2.00 2.08 2.26
C -2.29 0.31 3.82
O -2.78 -0.17 4.98
O -1.60 -0.43 3.13
H -1.44 5.07 -0.73
H -3.19 5.24 2.15
H -4.17 4.55 4.34
H -3.78 2.27 5.14
H -3.35 0.47 5.43
C -5.24 -2.56 -3.38
C -3.73 -2.67 -3.52
Sb -2.72 -1.34 -2.08
C -2.98 -2.65 -0.32
C -2.97 -4.15 -0.52
C -0.65 -1.96 -2.54
C -0.51 -3.22 -3.37
H -5.74 -3.24 -4.07
H -5.57 -1.54 -3.61
H -5.55 -2.80 -2.37
H -3.43 -2.37 -4.52
H -3.41 -3.69 -3.36
H -3.92 -2.34 0.14
H -2.18 -2.36 0.37
H -3.80 -4.47 -1.15
H -3.08 -4.64 0.44
H -2.03 -4.48 -0.96
H -0.14 -2.07 -1.58
H -0.19 -1.11 -3.05
H -0.94 -4.07 -2.85
H 0.54 -3.44 -3.56
H -1.02 -3.10 -4.32
C 1.18 0.68 4.50
Si 1.34 1.20 2.66
C 2.18 2.95 2.67
C 2.58 -0.06 1.91
C 2.17 -1.35 1.56
C 3.05 -2.26 1.01
C 4.38 -1.90 0.79
C 4.80 -0.63 1.12
C 3.91 0.28 1.67
H 2.15 0.71 4.99
H 0.78 -0.32 4.60
H 0.52 1.35 5.05
H 3.05 2.94 3.32
H 1.50 3.71 3.04
H 2.49 3.24 1.67
H 1.14 -1.64 1.73
H 2.71 -3.25 0.76
H 5.07 -2.62 0.38
H 5.83 -0.35 0.97
H 4.25 1.27 1.91
C 3.54 2.34 -2.96
C 3.13 0.87 -2.78
C 4.31 -0.02 -2.38
C 2.47 0.35 -4.06
C 2.17 0.81 -1.70
N 1.45 0.78 -0.82
H 4.30 2.41 -3.75
H 3.96 2.74 -2.04
H 2.68 2.94 -3.25
H 5.06 -0.02 -3.17
H 3.98 -1.04 -2.22
H 4.76 0.34 -1.46
H 3.20 0.35 -4.87
H 1.63 0.98 -4.35
H 2.11 -0.67 -3.93
*
```

Properties
- DFT total energy: -2127.38349 a.u.
- HOMO level (alpha / beta): -5.5 / -5.6 eV
- Gap between HOMO and LUMO (alpha / beta): 4.7 / 5.0 eV
- LUMO energy (alpha / beta): -0.74 / -0.63 eV

# 2
Below is a 2-piece molecular cluster, C2H8N overall in a non-equilibrium geometry, with properties calculated with wB97M-V/def2-TZVPD.

Geometry as ORCA input:
```
! RIJCOSX wB97M-V def2-TZVPD def2/J DEFGRID3
* xyz 1 1
N 1.47 0.69 0.27
H 0.41 0.64 0.13
H 1.57 1.41 0.98
H 1.71 -0.21 0.68
H 2.04 0.88 -0.54
C -0.76 -0.91 -0.66
C -1.49 -0.14 0.17
H -1.08 -1.01 -1.69
H -0.02 -1.63 -0.31
H -1.93 0.80 -0.14
H -1.91 -0.53 1.10
*
```

Properties
- DFT total energy: -135.42477 a.u.
- HOMO level: -14.1 eV
- Gap between HOMO and LUMO: 10.1 eV
- LUMO energy: -3.99 eV

# 3
Below is C19H24AgClN4O4P as an isolated structure, with properties calculated with wB97M-V/def2-TZVPD.

Geometry as ORCA input:
```
! RIJCOSX wB97M-V def2-TZVPD def2/J DEFGRID3
* xyz -1 1
Ag 1.20 -0.35 0.24
O 3.52 -0.54 -1.02
C 3.98 -0.53 -2.32
C 2.81 -0.11 -3.20
C 2.95 0.07 -4.57
C 1.84 0.44 -5.31
C 0.62 0.60 -4.66
C 0.58 0.39 -3.28
N 1.65 0.05 -2.58
H 4.05 -0.98 -0.33
H 4.32 -1.52 -2.66
H 4.81 0.17 -2.48
H 3.92 -0.06 -5.05
H 1.91 0.59 -6.38
H -0.27 0.88 -5.20
H -0.32 0.49 -2.68
Cl 5.75 -1.81 6.77
C 5.01 -1.59 5.18
C 5.67 -2.08 4.05
C 5.11 -1.92 2.81
C 3.85 -1.26 2.60
O 3.38 -1.15 1.43
C 3.21 -0.79 3.80
C 1.93 -0.09 3.80
O 1.20 0.17 2.88
C 3.81 -0.96 5.05
H 6.63 -2.58 4.16
H 5.62 -2.30 1.93
H 1.63 0.24 4.82
H 3.30 -0.59 5.93
C -5.53 0.03 -0.33
N -4.35 0.10 -1.32
C -3.98 1.57 -1.50
N -3.74 2.22 -0.28
C -4.90 2.07 0.61
N -5.25 0.68 0.89
C -4.03 0.02 1.51
P -2.08 -0.05 0.56
C -3.15 -0.72 -0.89
C -2.45 1.81 0.33
H -5.73 -1.03 -0.18
H -6.37 0.50 -0.86
H -4.69 -0.24 -2.22
H -4.83 2.01 -2.03
H -3.09 1.59 -2.13
H -5.76 2.57 0.14
H -4.67 2.57 1.55
H -4.32 -1.03 1.72
H -3.88 0.50 2.49
H -3.53 -1.71 -0.62
H -2.53 -0.82 -1.78
H -1.65 2.24 -0.29
H -2.39 2.28 1.32
O -0.76 -0.03 -0.42
*
```

Properties
- DFT total energy: -2206.81848 a.u.
- HOMO level: -2.3 eV
- Gap between HOMO and LUMO: 4.5 eV
- LUMO energy: 2.20 eV

# 4
Below is one molecule with the formula C19H23N3O5S2, with properties calculated with wB97M-V/def2-TZVPD.

Geometry as ORCA input:
```
! RIJCOSX wB97M-V def2-TZVPD def2/J DEFGRID3
* xyz 0 1
C 1.41 -1.32 -4.06
H 2.45 -1.10 -4.34
O 0.71 -0.14 -3.74
C 1.15 0.60 -2.67
C 2.22 0.28 -1.86
C 2.54 1.08 -0.78
C 1.80 2.22 -0.50
C 0.73 2.56 -1.32
C 0.40 1.76 -2.40
N -0.73 2.07 -3.17
S -2.21 1.72 -2.44
O -2.25 2.40 -1.18
O -3.23 1.97 -3.41
C -2.04 -0.03 -2.13
C -2.57 -0.97 -3.00
C -2.24 -2.30 -2.81
C -1.37 -2.68 -1.80
C -0.84 -1.72 -0.92
C -1.20 -0.39 -1.10
H -0.80 0.40 -0.49
N 0.08 -2.17 0.02
C 0.79 -1.48 0.97
N 0.22 -0.40 1.53
H -0.77 -0.26 1.40
C 0.87 0.39 2.55
H 1.94 0.40 2.34
C 0.66 -0.16 3.98
C -0.80 -0.11 4.43
H -0.96 -0.82 5.23
C -0.92 1.33 4.95
H -1.23 2.00 4.15
C 0.51 1.65 5.41
H 0.60 1.64 6.50
H 0.85 2.62 5.04
O 1.36 0.63 4.91
H -1.64 1.41 5.77
H -1.50 -0.33 3.62
H 1.09 -1.17 4.02
H 0.49 1.41 2.48
S 2.28 -2.05 1.39
H 0.46 -3.09 -0.19
O -0.97 -3.97 -1.62
H -1.40 -4.54 -2.27
H -2.64 -3.06 -3.48
H -3.22 -0.65 -3.80
H -0.71 1.64 -4.09
H 0.12 3.42 -1.11
H 2.06 2.84 0.34
H 3.37 0.81 -0.15
H 2.81 -0.61 -2.05
H 0.89 -1.74 -4.92
H 1.39 -2.03 -3.24
*
```

Properties
- DFT total energy: -2074.66093 a.u.
- Structure (SMILES): COc1ccccc1NS(=O)(=O)c1ccc(O)c(NC(=S)NC[C@@H]2CCCO2)c1
- HOMO level: -8.2 eV
- Gap between HOMO and LUMO: 8.4 eV
- LUMO energy: 0.22 eV

# 5
Below is a 2-piece molecular cluster, C3H2O4 overall in a non-equilibrium geometry, with properties calculated with wB97M-V/def2-TZVPD.

Geometry as ORCA input:
```
! RIJCOSX wB97M-V def2-TZVPD def2/J DEFGRID3
* xyz 0 1
C -1.61 -0.23 0.61
C -0.83 -1.17 0.26
C 2.94 0.81 -0.39
O 2.44 1.50 0.37
O -0.16 -2.06 -0.08
O 3.50 0.13 -1.14
O -2.49 0.44 -0.19
H -1.75 -0.06 1.57
H -2.05 0.64 -1.01
*
```

Properties
- DFT total energy: -416.43711 a.u.
- Structure (SMILES): O=C=CO.O=C=O
- HOMO level: -8.8 eV
- Gap between HOMO and LUMO: 9.0 eV
- LUMO energy: 0.17 eV

# 6
Below is a 7-piece molecular cluster, C28H59ClF2NO8 overall in a non-equilibrium geometry, with properties calculated with wB97M-V/def2-TZVPD.

Geometry as ORCA input:
```
! RIJCOSX wB97M-V def2-TZVPD def2/J DEFGRID3
* xyz 1 1
C 4.74 -4.49 1.70
C 4.39 -5.02 0.15
N 2.95 -4.55 -0.10
C 2.81 -3.02 -0.27
C 1.34 -2.33 -0.51
F 1.29 -0.85 -0.63
C 0.02 -3.30 -0.56
C -1.51 -2.72 -0.77
O -1.77 -1.95 -1.82
O -2.52 -3.10 0.26
Cl -1.76 -2.66 1.73
C 0.23 -4.92 -0.37
C 1.76 -5.50 -0.12
C 1.90 -7.13 0.11
C 1.78 -8.01 -1.28
F 0.73 -7.55 0.96
H 5.35 -3.49 1.64
H 5.25 -5.31 2.36
H 3.71 -4.21 2.24
H 4.53 -6.18 0.03
H 5.07 -4.50 -0.66
H 3.77 -2.31 -0.24
H -0.65 -5.69 -0.41
H 2.87 -7.45 0.68
H 1.09 -7.43 -2.02
H 1.23 -9.04 -1.05
H 2.83 -8.20 -1.78
C -5.06 -5.37 -1.42
C -4.00 -5.17 -2.49
C -4.31 -3.97 -3.37
O -3.92 -6.34 -3.30
H -6.04 -5.55 -1.88
H -4.82 -6.24 -0.81
H -5.13 -4.49 -0.77
H -3.02 -5.03 -2.02
H -5.27 -4.11 -3.89
H -3.54 -3.85 -4.15
H -4.36 -3.05 -2.78
H -4.78 -6.47 -3.73
C 2.50 3.48 1.02
C 2.89 2.97 -0.36
C 1.73 2.27 -1.04
O 3.98 2.07 -0.24
H 2.20 2.65 1.67
H 3.35 3.97 1.50
H 1.67 4.19 0.96
H 3.23 3.81 -0.98
H 1.40 1.40 -0.46
H 2.03 1.90 -2.03
H 0.87 2.94 -1.17
H 3.69 1.32 0.31
C -7.21 -0.71 -1.24
C -6.29 -0.59 -2.44
C -4.97 0.07 -2.06
O -6.92 0.18 -3.46
H -7.46 0.28 -0.84
H -8.16 -1.17 -1.54
H -6.76 -1.31 -0.45
H -6.09 -1.58 -2.86
H -5.13 1.09 -1.69
H -4.32 0.16 -2.94
H -4.45 -0.51 -1.29
H -7.10 1.07 -3.10
C -4.14 1.56 3.19
C -2.96 2.07 2.38
C -2.14 0.92 1.82
O -2.13 2.88 3.20
H -3.79 0.97 4.05
H -4.71 2.40 3.60
H -4.80 0.94 2.58
H -3.32 2.69 1.56
H -1.72 0.30 2.62
H -1.29 1.30 1.24
H -2.74 0.28 1.17
H -1.80 2.33 3.93
C 0.70 5.16 6.15
C 1.76 5.36 5.08
C 1.45 6.56 4.20
O 1.84 4.19 4.27
H -0.28 4.98 5.70
H 0.93 4.29 6.77
H 0.63 6.04 6.80
H 2.74 5.50 5.56
H 0.49 6.43 3.68
H 2.21 6.68 3.43
H 1.40 7.48 4.79
H 0.98 4.06 3.85
C 6.25 6.60 -4.12
C 6.00 6.63 -2.62
C 5.47 5.29 -2.13
O 5.07 7.66 -2.31
H 5.32 6.41 -4.67
H 6.62 7.57 -4.46
H 6.98 5.83 -4.39
H 6.94 6.86 -2.10
H 4.51 5.06 -2.60
H 5.29 5.33 -1.05
H 6.17 4.48 -2.33
H 4.24 7.45 -2.77
*
```

Properties
- DFT total energy: -2418.12686 a.u.
- HOMO level: -11.3 eV
- Gap between HOMO and LUMO: 5.5 eV
- LUMO energy: -5.82 eV

Q: Among the records above, which one has the lowest DFT total energy?
A: C28H59ClF2NO8